# 1
The following is a quantum chemistry calculation of 13 unconnected molecules or ions with the total composition C38H78O25S7, from the Open Molecules 2025 dataset.

```
148
C38H78O25S7 | the Open Molecules 2025 dataset | ωB97M-V/def2-TZVPD
C 3.45 5.45 2.52
C 1.95 5.03 2.58
C 1.47 3.81 1.82
O 1.10 2.85 2.75
C 1.40 3.27 4.06
O 1.15 2.67 5.13
O 1.76 4.60 3.95
H 4.22 4.69 2.68
H 3.55 6.12 3.37
H 3.63 5.82 1.51
H 1.28 5.82 2.25
H 2.22 3.39 1.14
H 0.75 3.97 1.02
C -7.45 -2.14 0.88
C -6.77 -0.81 1.21
C -6.49 -0.61 2.62
O -5.08 -0.52 2.76
C -4.62 -0.73 1.44
O -3.48 -0.81 1.11
O -5.56 -0.85 0.63
H -7.34 -2.35 -0.18
H -8.48 -2.10 1.25
H -7.04 -2.90 1.55
H -7.42 -0.04 0.79
H -6.69 -1.51 3.21
H -7.00 0.23 3.08
C -0.11 -1.56 4.22
C 0.51 -0.48 5.07
C -0.21 0.00 6.38
O 0.47 -0.71 7.39
C 1.61 -1.21 6.89
O 2.51 -1.76 7.47
O 1.62 -1.04 5.60
H -0.85 -1.19 3.52
H -0.40 -2.44 4.78
H 0.62 -2.01 3.55
H 0.71 0.41 4.48
H -1.26 -0.29 6.29
H -0.14 1.05 6.65
C 3.80 -1.47 -2.58
C 4.99 -2.25 -2.07
C 5.23 -2.11 -0.59
O 4.91 -3.20 0.05
C 4.66 -4.17 -0.83
O 4.46 -5.32 -0.48
O 4.71 -3.64 -2.09
H 3.58 -1.65 -3.63
H 3.87 -0.45 -2.20
H 2.83 -1.83 -2.22
H 5.86 -1.85 -2.61
H 4.60 -1.37 -0.10
H 6.27 -1.96 -0.30
C -1.33 -0.37 -1.43
C -0.02 -0.05 -0.74
C -0.10 0.45 0.79
O 1.06 -0.23 1.25
C 1.40 -1.26 0.42
O 2.35 -2.07 0.52
O 0.65 -1.21 -0.63
H -1.94 0.51 -1.61
H -2.01 -0.93 -0.80
H -1.20 -0.79 -2.43
H 0.59 0.49 -1.47
H -1.00 0.00 1.23
H -0.16 1.53 0.96
C -1.25 -5.51 -1.46
C -0.45 -4.17 -1.58
C 1.02 -4.40 -1.99
O 1.16 -3.61 -3.09
C 0.04 -3.01 -3.43
O -0.05 -2.29 -4.43
O -0.98 -3.43 -2.62
H -1.35 -6.18 -2.32
H -2.24 -5.44 -1.03
H -0.77 -6.25 -0.82
H -0.64 -3.56 -0.69
H 1.09 -5.45 -2.26
H 1.70 -4.24 -1.15
C -1.02 5.67 -1.21
S -1.84 4.44 -2.42
O -1.00 3.18 -2.49
C -3.25 3.95 -1.39
H -0.11 5.22 -0.79
H -1.60 6.43 -0.69
H -0.48 6.30 -1.91
H -3.75 3.09 -1.83
H -4.04 4.70 -1.41
H -2.88 3.60 -0.43
C -2.30 1.50 3.10
S -2.90 3.20 3.54
O -4.42 3.12 3.58
C -2.31 3.41 5.23
H -2.31 1.50 2.01
H -2.90 0.70 3.53
H -1.28 1.36 3.44
H -2.96 4.15 5.70
H -1.36 3.94 5.29
H -2.28 2.47 5.78
C -0.54 3.14 -7.76
S -1.44 2.99 -6.15
O -2.90 2.72 -6.45
C -0.94 1.41 -5.49
H -0.95 2.39 -8.44
H 0.54 3.14 -7.64
H -0.95 4.04 -8.21
H -1.31 1.12 -4.50
H 0.14 1.51 -5.50
H -1.21 0.58 -6.14
C 2.40 2.40 -3.39
S 2.35 3.10 -1.64
O 3.13 2.18 -0.77
C 3.76 4.27 -1.94
H 1.90 3.01 -4.14
H 1.82 1.49 -3.53
H 3.46 2.26 -3.61
H 4.69 3.72 -2.04
H 3.73 4.84 -1.01
H 3.53 4.71 -2.91
C -4.96 -0.19 -6.41
S -4.75 -2.02 -6.14
O -3.67 -2.45 -7.16
C -3.96 -1.78 -4.45
H -5.87 0.18 -5.96
H -4.67 -0.19 -7.46
H -4.27 0.52 -5.95
H -4.11 -2.76 -4.00
H -4.50 -1.04 -3.87
H -2.89 -1.59 -4.50
C 5.54 1.01 1.21
S 4.46 -0.24 2.15
O 5.43 -0.90 3.17
C 3.44 0.81 3.21
H 6.24 0.49 0.55
H 6.06 1.68 1.90
H 4.94 1.63 0.55
H 3.67 1.88 3.16
H 3.42 0.35 4.19
H 2.41 0.71 2.85
C 2.46 -7.34 1.76
S 1.01 -6.28 1.25
O -0.31 -6.87 1.59
C 1.36 -4.85 2.41
H 2.38 -8.35 1.38
H 2.31 -7.32 2.84
H 3.43 -6.85 1.62
H 0.91 -5.00 3.40
H 0.92 -3.96 1.97
H 2.44 -4.66 2.41
```

Computed properties:
Energy relative to the best compared isomer or geometry (same formula, charge and spin): 4.5284 eV
LUMO: -0.5 eV

# 2
The following is a quantum chemistry calculation of 3 unconnected molecules or ions with the total composition C38H80BNO13S, from the Open Molecules 2025 dataset.

```
134
C38H80BNO13S | the Open Molecules 2025 dataset | ωB97M-V/def2-TZVPD
C 6.00 -3.54 0.94
O 5.25 -3.07 -0.17
C 5.67 -1.76 -0.50
C 5.18 -1.46 -1.91
C 3.68 -1.13 -1.91
C 3.16 -0.59 -3.25
C 1.97 -1.37 -3.85
C 0.78 -0.50 -4.28
C -0.59 -1.18 -4.19
C -1.65 -0.30 -3.54
C -1.54 -0.22 -2.02
C -2.72 0.49 -1.35
C -2.31 1.28 -0.13
C -3.40 2.04 0.62
C -4.15 1.29 1.77
C -3.76 -0.16 2.06
C -4.41 -1.18 1.09
C -5.52 -1.99 1.73
C -6.34 -2.77 0.68
C -5.64 -4.08 0.26
C -5.62 -4.28 -1.24
C -7.00 -4.45 -1.86
O -7.84 -5.32 -1.06
C -8.24 -6.46 -1.68
C -7.17 -7.48 -1.91
O -9.39 -6.63 -1.97
C -4.43 2.72 -0.35
B -3.90 4.19 -0.77
O -2.63 4.29 -1.31
N -4.70 5.37 -0.49
C -5.42 5.81 -1.71
C -3.81 6.46 -0.04
S -4.78 1.90 -1.86
O -5.14 2.90 -2.83
O -5.63 0.76 -1.67
O -3.34 1.41 -2.31
H 7.06 -3.58 0.69
H 5.65 -4.54 1.20
H 5.87 -2.88 1.80
H 6.76 -1.67 -0.46
H 5.19 -1.04 0.17
H 5.33 -2.34 -2.52
H 5.73 -0.63 -2.35
H 3.48 -0.41 -1.12
H 3.15 -2.05 -1.65
H 3.99 -0.59 -3.96
H 2.87 0.46 -3.15
H 2.30 -1.98 -4.70
H 1.62 -2.07 -3.09
H 0.96 -0.20 -5.32
H 0.78 0.41 -3.68
H -0.50 -2.14 -3.67
H -0.94 -1.42 -5.20
H -2.64 -0.67 -3.80
H -1.58 0.69 -3.98
H -1.52 -1.24 -1.63
H -0.61 0.29 -1.73
H -3.46 -0.27 -1.12
H -1.60 2.03 -0.49
H -1.74 0.61 0.52
H -2.89 2.89 1.09
H -5.22 1.30 1.59
H -3.99 1.86 2.68
H -4.15 -0.40 3.05
H -2.68 -0.31 2.14
H -3.64 -1.84 0.68
H -4.87 -0.61 0.27
H -6.17 -1.31 2.29
H -5.10 -2.70 2.45
H -6.39 -2.13 -0.21
H -7.35 -2.96 1.04
H -6.15 -4.92 0.74
H -4.62 -4.09 0.63
H -5.16 -3.41 -1.73
H -4.99 -5.14 -1.51
H -6.91 -4.87 -2.87
H -7.52 -3.50 -1.91
H -7.01 -8.06 -1.00
H -6.23 -6.99 -2.16
H -7.48 -8.13 -2.72
H -5.39 2.83 0.14
H -2.53 3.73 -2.09
H -4.77 5.82 -2.59
H -5.76 6.83 -1.54
H -6.26 5.16 -1.90
H -3.02 6.08 0.61
H -4.40 7.18 0.54
H -3.36 7.00 -0.88
C 5.05 2.50 -1.56
O 5.83 2.53 -0.38
C 7.01 1.76 -0.40
C 8.25 2.54 -0.01
O 8.62 3.60 -0.88
C 7.82 4.77 -0.95
C 7.84 5.65 0.28
O 7.24 5.05 1.41
C 7.99 5.08 2.60
H 4.31 1.70 -1.52
H 4.54 3.46 -1.65
H 5.68 2.36 -2.45
H 7.16 1.30 -1.38
H 6.89 0.95 0.34
H 9.08 1.83 -0.07
H 8.19 2.87 1.03
H 6.80 4.55 -1.25
H 8.28 5.35 -1.75
H 7.27 6.56 0.03
H 8.87 5.95 0.50
H 9.06 5.07 2.41
H 7.74 4.19 3.18
H 7.74 5.97 3.20
C 2.47 0.53 2.11
O 1.64 -0.57 2.40
C 2.28 -1.84 2.37
C 2.07 -2.65 3.63
O 2.59 -2.12 4.84
C 2.03 -0.95 5.39
C 0.60 -1.05 5.88
O -0.31 -1.29 4.82
C -1.28 -2.28 5.03
H 2.46 0.77 1.04
H 2.08 1.40 2.65
H 3.50 0.37 2.43
H 3.35 -1.72 2.17
H 1.86 -2.40 1.53
H 2.62 -3.59 3.48
H 1.02 -2.92 3.74
H 2.13 -0.10 4.71
H 2.65 -0.73 6.27
H 0.35 -0.08 6.35
H 0.51 -1.82 6.65
H -0.96 -3.04 5.75
H -1.46 -2.77 4.07
H -2.22 -1.84 5.37
```

Computed properties:
Structure (SMILES): COCCCCCCCCC[C@H]1C[C@H](CCCCCCCCOC(C)=O)[C@@H](B(O)N(C)C)S(=O)(=O)O1.COCCOCCOC.COCCOCCOC
LUMO: 0.4 eV

# 3
The following is a quantum chemistry calculation of 7 unconnected molecules or ions with the total composition C38H80ClO17P2, from the Open Molecules 2025 dataset.

```
138
C38H80ClO17P2 | the Open Molecules 2025 dataset | ωB97M-V/def2-TZVPD
C -5.69 4.10 -4.31
C -4.24 4.78 -4.31
C -3.43 4.57 -2.91
C -2.48 3.28 -3.07
P -0.60 3.63 -2.81
C -0.62 3.03 -1.00
C 0.09 1.59 -0.78
C -0.29 0.92 0.64
C 0.98 0.63 1.57
C 1.99 -0.46 0.99
C 1.31 -1.83 0.52
O 0.16 -2.23 1.32
C -0.17 -3.55 0.81
C -0.47 4.39 -4.57
C -0.58 3.40 -5.80
O -0.71 2.18 -5.80
Cl -0.56 4.20 -7.49
C 1.30 3.96 -2.59
P 2.43 3.06 -3.79
O 3.77 2.85 -3.05
O 1.91 1.51 -4.26
O 2.85 4.00 -5.19
H -6.32 4.67 -5.08
H -5.68 3.01 -4.68
H -6.18 4.21 -3.29
H -4.38 5.92 -4.46
H -3.67 4.41 -5.22
H -2.88 5.55 -2.73
H -4.24 4.39 -2.12
H -2.71 2.84 -4.11
H -2.89 2.49 -2.34
H -0.85 4.98 -2.31
H -0.35 2.28 -3.24
H -0.13 3.83 -0.33
H -1.68 2.91 -0.55
H 1.22 1.76 -0.73
H -0.19 0.85 -1.61
H -1.01 1.57 1.25
H -0.84 -0.06 0.42
H 0.68 0.39 2.65
H 1.58 1.61 1.65
H 2.75 -0.74 1.80
H 2.62 -0.06 0.12
H 1.09 -1.80 -0.60
H 2.10 -2.66 0.67
H -1.19 -3.91 1.18
H -0.19 -3.58 -0.35
H 0.61 -4.34 1.11
H -1.34 5.14 -4.67
H 0.47 5.03 -4.74
H 1.69 3.73 -1.55
H 1.49 5.08 -2.75
H 2.11 1.31 -5.19
H 2.74 3.47 -6.00
O 1.04 -3.98 -2.03
C 0.49 -4.09 -3.10
O -0.85 -4.02 -3.17
C -1.59 -3.93 -4.40
C -1.85 -5.31 -4.98
C 1.27 -4.39 -4.35
H -1.09 -3.27 -5.11
H -2.54 -3.46 -4.15
H -0.91 -5.82 -5.23
H -2.46 -5.24 -5.88
H -2.36 -5.94 -4.25
H 1.43 -5.46 -4.42
H 2.24 -3.89 -4.28
H 0.81 -4.02 -5.26
O 5.94 0.29 3.41
C 6.19 0.86 2.37
O 5.50 1.96 2.02
C 5.84 2.82 0.92
C 5.25 2.30 -0.38
C 7.20 0.30 1.41
H 6.92 2.96 0.86
H 5.41 3.79 1.15
H 5.65 1.32 -0.64
H 5.46 2.99 -1.20
H 4.17 2.19 -0.28
H 6.73 -0.45 0.78
H 8.01 -0.16 1.98
H 7.68 1.06 0.78
O -1.03 -2.38 -7.26
C -1.75 -1.58 -7.81
O -2.85 -2.01 -8.46
C -3.87 -1.14 -8.97
C -3.51 -0.63 -10.36
C -1.40 -0.12 -7.86
H -4.09 -0.33 -8.27
H -4.78 -1.74 -9.04
H -2.60 -0.03 -10.34
H -4.32 -0.02 -10.76
H -3.33 -1.47 -11.03
H -0.71 0.06 -8.69
H -0.90 0.15 -6.92
H -2.26 0.54 -7.94
O -1.25 1.99 5.21
C -0.18 2.15 5.75
O 0.88 1.41 5.40
C 2.22 1.66 5.84
C 2.48 1.01 7.18
C -0.04 3.13 6.89
H 2.45 2.72 5.83
H 2.87 1.20 5.08
H 1.84 1.43 7.96
H 3.53 1.15 7.48
H 2.27 -0.06 7.14
H -0.34 2.65 7.82
H -0.70 3.98 6.70
H 0.96 3.54 6.99
O 1.16 0.57 10.16
C 0.12 0.89 10.68
O -0.39 2.12 10.47
C -1.70 2.53 10.88
C -1.69 3.02 12.31
C -0.56 -0.03 11.65
H -2.43 1.73 10.72
H -1.99 3.35 10.22
H -1.40 2.23 13.01
H -2.68 3.39 12.60
H -0.97 3.83 12.43
H -0.12 0.10 12.64
H -0.41 -1.06 11.32
H -1.64 0.12 11.71
O -1.02 -9.98 4.28
C -1.16 -9.03 3.55
O -1.61 -9.20 2.30
C -1.99 -8.13 1.42
C -0.79 -7.58 0.68
C -0.74 -7.65 3.99
H -2.54 -7.36 1.96
H -2.69 -8.57 0.70
H -0.06 -7.15 1.36
H -1.09 -6.81 -0.03
H -0.28 -8.38 0.13
H 0.32 -7.52 3.81
H -0.95 -7.55 5.06
H -1.30 -6.85 3.50
```

Computed properties:
Charge: -1
LUMO: 1.8 eV

- Among the records above, which one has the lowest LUMO?
  C38H78O25S7

- Which of these has the lowest LUMO?
  C38H78O25S7

- Among the records above, which one has the highest LUMO?
  C38H80ClO17P2

- LUMO of number 2 (C38H80BNO13S)?
  0.4 eV